No. 1
{"formula": "CH6N3S2", "method": "the ωB97M-V functional and the def2-TZVPD basis", "charge": 1, "total_energy_ev": -27266.3899, "homo_energy_ev": -14.12, "relative_energy_ev": 1.668, "species": ["C", "N", "N", "N", "S", "S", "H", "H", "H", "H", "H", "H"], "positions_angstrom": [[-0.706, -0.519, 0.104], [-0.617, -1.990, -0.025], [0.397, 0.193, 0.108], [0.300, 1.555, 0.427], [-2.257, 0.142, -0.143], [2.014, -0.403, 0.076], [0.131, -2.389, -0.502], [-1.475, -2.523, -0.053], [-1.762, 1.453, -0.092], [0.924, 1.945, 1.164], [0.653, 1.983, -0.374], [2.398, 0.554, -0.689]], "lowdin_charge": [-0.68, 0.11, -0.55, 0.01, 0.97, 0.95, 0.05, 0.10, -0.05, 0.14, 0.07, -0.13]}

No. 2
{"formula": "CH6N4S", "method": "the ωB97M-V functional and the def2-TZVPD basis", "charge": 0, "total_energy_ev": -17923.8785, "homo_energy_ev": -7.77, "relative_energy_ev": 4.923, "species": ["C", "H", "H", "H", "H", "H", "H", "N", "N", "N", "N", "S"], "positions_angstrom": [[0.363, 0.535, -0.014], [-0.161, -0.218, -2.899], [0.047, 1.789, -1.732], [-1.215, -0.715, -0.661], [1.346, 0.334, 1.668], [-0.638, -0.909, 2.842], [-0.032, -2.168, 1.404], [-0.717, 0.530, -2.093], [-0.299, -0.197, -0.844], [0.332, 0.153, 1.300], [-0.366, -0.949, 1.800], [1.339, 1.815, -0.772]], "lowdin_charge": [-0.78, 0.12, -0.02, 0.16, 0.16, 0.10, 0.22, -0.20, -0.16, -0.14, -0.09, 0.63]}

No. 3
{"formula": "CH6N4S", "method": "the ωB97M-V functional and the def2-TZVPD basis", "charge": 0, "total_energy_ev": -17921.2439, "homo_energy_ev": -8.95, "relative_energy_ev": 7.558, "species": ["C", "H", "H", "H", "H", "H", "H", "N", "N", "N", "N", "S"], "positions_angstrom": [[0.171, 0.518, 0.012], [-0.842, -2.098, 0.376], [-2.480, -1.055, -1.044], [-1.855, 1.126, 1.379], [0.140, 2.228, 0.074], [0.758, -1.531, -0.617], [2.867, 0.630, -0.498], [-1.867, -0.921, 0.199], [-1.370, 0.449, 0.172], [0.816, 1.614, -0.102], [1.015, -0.568, -0.210], [2.647, -0.392, 0.258]], "lowdin_charge": [-0.55, 0.22, 0.19, 0.26, -0.02, 0.08, -0.18, -0.22, -0.18, 0.09, -0.44, 0.75]}

No. 4
{"formula": "CH6N5", "method": "the ωB97M-V functional and the def2-TZVPD basis", "charge": 1, "total_energy_ev": -8574.2250, "homo_energy_ev": -13.61, "relative_energy_ev": 2.436, "species": ["C", "N", "N", "N", "N", "N", "H", "H", "H", "H", "H", "H"], "positions_angstrom": [[-0.796, -1.032, -0.976], [-3.660, -0.154, 0.750], [-2.569, -0.005, 0.563], [-1.411, 0.269, 0.689], [-0.444, -0.095, -0.174], [2.106, 0.749, 0.336], [-1.759, -1.425, -0.955], [0.055, -1.417, -1.673], [2.702, 0.024, 0.580], [2.018, 1.289, 1.233], [1.100, 0.379, -0.064], [2.659, 1.418, -0.309]], "lowdin_charge": [0.04, 0.30, -0.19, -0.01, -0.09, 0.23, 0.06, 0.13, 0.09, 0.16, 0.11, 0.18]}

No. 5
{"formula": "CH6NO", "method": "the ωB97M-V functional and the def2-TZVPD basis", "charge": -1, "total_energy_ev": -4671.0184, "homo_energy_ev": -2.21, "relative_energy_ev": 0.349, "species": ["O", "H", "C", "N", "H", "H", "H", "H", "H"], "positions_angstrom": [[-1.035, -1.952, 1.834], [-1.918, -2.363, 1.818], [0.809, 1.047, -0.594], [-0.274, 0.140, -0.345], [1.441, 1.161, 0.281], [0.439, 2.066, -0.817], [1.361, 0.794, -1.508], [-0.593, -0.404, -1.126], [-0.230, -0.488, 0.457]], "lowdin_charge": [-0.66, -0.22, -0.25, -0.07, 0.06, 0.04, 0.05, 0.04, 0.01]}

No. 6
{"formula": "CH6NO", "method": "the ωB97M-V functional and the def2-TZVPD basis", "charge": 1, "total_energy_ev": -4664.0330, "homo_energy_ev": -14.57, "relative_energy_ev": 0.733, "species": ["N", "H", "H", "H", "H", "O", "C", "H", "H"], "positions_angstrom": [[0.008, 1.083, 1.660], [0.652, 0.347, 1.967], [-0.253, 1.004, 0.695], [0.390, 1.971, 1.949], [-0.884, 0.904, 2.164], [-0.397, -0.882, -0.610], [0.295, -0.626, -1.591], [1.210, -1.225, -1.798], [0.239, 0.229, -2.168]], "lowdin_charge": [0.34, 0.17, 0.11, 0.16, 0.18, -0.04, -0.07, 0.10, 0.06]}

No. 7
{"formula": "CH6NO2", "method": "the ωB97M-V functional and the def2-TZVPD basis", "charge": -1, "total_energy_ev": -6719.4499, "homo_energy_ev": -3.24, "relative_energy_ev": 0.381, "species": ["N", "C", "O", "H", "H", "H", "H", "H", "H", "O"], "positions_angstrom": [[0.132, -1.951, 1.150], [-0.351, -0.504, 0.667], [-0.225, -0.086, -0.580], [1.087, -2.032, 0.794], [-0.327, -2.664, 0.572], [0.151, 0.129, 1.438], [-1.437, -0.646, 0.868], [-0.011, 1.348, -0.893], [0.108, 2.479, -1.925], [0.404, 2.303, -1.036]], "lowdin_charge": [-0.07, -0.54, -0.31, 0.01, 0.01, 0.08, 0.07, -0.03, -0.03, -0.19]}

No. 8
{"formula": "CH6NO2", "method": "the ωB97M-V functional and the def2-TZVPD basis", "charge": 1, "total_energy_ev": -6712.9258, "homo_energy_ev": -15.38, "relative_energy_ev": 0.225, "species": ["N", "H", "H", "H", "H", "O", "C", "O", "H", "H"], "positions_angstrom": [[-0.144, -0.593, -2.594], [-1.029, -0.689, -2.098], [-0.052, 0.391, -2.868], [0.029, -1.294, -3.317], [0.529, -0.792, -1.855], [0.152, 0.140, 0.011], [0.137, 0.652, 1.096], [-0.069, 0.056, 2.254], [0.300, 1.714, 1.310], [0.091, -0.888, 2.234]], "lowdin_charge": [0.31, 0.15, 0.17, 0.16, 0.12, 0.03, -0.36, 0.14, 0.16, 0.13]}

No. 9
{"formula": "CH6NO3P", "method": "the ωB97M-V functional and the def2-TZVPD basis", "charge": 0, "total_energy_ev": -18056.2441, "homo_energy_ev": -10.87, "relative_energy_ev": 0.260, "species": ["C", "N", "O", "O", "O", "P", "H", "H", "H", "H", "H", "H"], "positions_angstrom": [[-1.737, -0.089, 0.620], [-0.195, -1.565, -1.216], [1.985, -0.794, 0.276], [1.792, 1.978, -0.481], [-0.352, 0.005, 0.851], [0.586, -0.794, -0.132], [-2.218, -0.385, 1.555], [-1.938, -0.828, -0.152], [-2.122, 0.883, 0.310], [0.466, -2.081, -1.769], [2.462, 1.385, -0.127], [1.272, 2.284, 0.264]], "lowdin_charge": [-0.13, -0.13, -0.28, -0.07, -0.25, 0.57, 0.09, 0.05, 0.09, 0.00, 0.02, 0.03]}

No. 10
{"formula": "CH6NO4", "method": "the ωB97M-V functional and the def2-TZVPD basis", "charge": -1, "total_energy_ev": -10817.3004, "homo_energy_ev": -4.89, "relative_energy_ev": 0.162, "species": ["N", "C", "O", "O", "H", "H", "H", "H", "O", "H", "H", "O"], "positions_angstrom": [[-1.511, 1.152, 0.748], [-0.846, 0.025, 0.225], [0.380, -0.076, 0.513], [-1.547, -0.765, -0.436], [-1.025, 1.970, 1.070], [-2.413, 1.336, 0.344], [0.896, -1.914, 0.279], [-0.046, -2.874, -0.391], [0.896, -2.749, -0.225], [1.974, 0.966, -0.062], [1.195, 1.365, -1.239], [2.047, 1.565, -0.825]], "lowdin_charge": [0.09, -0.83, -0.12, -0.07, 0.06, 0.06, -0.01, 0.01, -0.11, 0.01, 0.02, -0.11]}

No. 11
{"formula": "CH6NO4P", "method": "the ωB97M-V functional and the def2-TZVPD basis", "charge": 0, "total_energy_ev": -20101.5008, "homo_energy_ev": -9.64, "relative_energy_ev": 2.354, "species": ["C", "N", "O", "O", "O", "O", "P", "H", "H", "H", "H", "H", "H"], "positions_angstrom": [[0.386, 0.190, -1.230], [0.088, -1.196, -1.501], [0.375, 1.833, 1.043], [1.428, -0.505, 1.130], [-1.653, 0.672, 2.313], [-1.342, -0.081, 1.152], [0.372, 0.449, 0.559], [-0.293, 0.867, -1.691], [1.355, 0.503, -1.415], [-0.839, -1.291, -1.089], [0.041, -1.544, -2.409], [1.169, -1.372, 1.076], [-1.087, 1.475, 2.062]], "lowdin_charge": [-0.29, -0.01, -0.27, -0.04, -0.11, -0.30, 0.62, 0.09, 0.07, 0.07, 0.05, 0.05, 0.07]}

No. 12
{"formula": "CH6NOP", "method": "the ωB97M-V functional and the def2-TZVPD basis", "charge": 0, "total_energy_ev": -13959.4693, "homo_energy_ev": -9.61, "relative_energy_ev": 2.035, "species": ["C", "N", "O", "P", "H", "H", "H", "H", "H", "H"], "positions_angstrom": [[-0.099, -0.056, 1.523], [1.145, -0.284, -1.729], [-0.621, -0.648, 0.399], [-0.271, -0.115, -1.123], [0.868, 0.520, 1.481], [-0.733, 0.765, 1.751], [-0.042, -0.746, 2.264], [1.672, 0.607, -1.670], [-0.951, 1.124, -1.243], [-0.968, -1.168, -1.653]], "lowdin_charge": [-0.19, -0.28, -0.38, 0.63, 0.10, 0.07, 0.05, -0.03, 0.01, 0.01]}

No. 13
{"formula": "CH6NOS", "method": "the ωB97M-V functional and the def2-TZVPD basis", "charge": -1, "total_energy_ev": -15507.4625, "homo_energy_ev": -2.51, "relative_energy_ev": 1.034, "species": ["S", "H", "N", "C", "O", "H", "H", "H", "H", "H"], "positions_angstrom": [[-0.881, -1.026, -3.178], [-2.153, -1.396, -2.965], [0.597, -0.277, -0.154], [0.737, 0.650, 0.931], [-0.118, 0.342, 2.053], [0.629, -1.245, 0.077], [-0.118, 0.174, -0.710], [1.739, 0.468, 1.291], [0.597, 1.695, 0.638], [-1.029, 0.615, 2.016]], "lowdin_charge": [-0.34, -0.51, 0.02, -0.36, -0.10, 0.06, -0.01, 0.09, 0.11, 0.05]}

No. 14
{"formula": "CH6NP", "method": "the ωB97M-V functional and the def2-TZVPD basis", "charge": 0, "total_energy_ev": -11910.5773, "homo_energy_ev": -8.73, "relative_energy_ev": 2.210, "species": ["C", "N", "P", "H", "H", "H", "H", "H", "H"], "positions_angstrom": [[-1.269, -0.051, 0.272], [1.865, -0.298, 0.111], [-0.075, 0.816, -0.847], [-0.687, -0.936, 0.559], [-2.151, -0.468, -0.144], [-1.423, 0.619, 1.143], [1.728, -0.140, 1.084], [2.585, 0.372, -0.202], [-0.573, 0.085, -1.976]], "lowdin_charge": [-0.45, -0.14, 0.82, 0.01, 0.01, 0.02, -0.08, -0.06, -0.13]}

No. 15
{"formula": "CH6NS", "method": "the ωB97M-V functional and the def2-TZVPD basis", "charge": 1, "total_energy_ev": -13449.4600, "homo_energy_ev": [-13.99, -13.98], "relative_energy_ev": 2.651, "species": ["C", "N", "S", "H", "H", "H", "H", "H", "H"], "positions_angstrom": [[-0.174, -0.482, 0.403], [-0.990, 0.584, -0.184], [2.177, 0.257, -0.358], [-0.174, -0.481, 1.517], [-0.130, -1.463, 0.070], [-0.306, 1.290, -0.451], [-1.710, 0.816, 0.533], [-1.556, 0.441, -1.120], [2.863, -0.963, -0.410]], "lowdin_charge": [-0.10, 0.10, 0.49, 0.10, 0.04, 0.11, 0.19, 0.24, -0.18]}

No. 16
{"formula": "CH6O2", "method": "the ωB97M-V functional and the def2-TZVPD basis", "charge": 0, "total_energy_ev": -5228.5151, "homo_energy_ev": -10.64, "relative_energy_ev": 0.376, "species": ["C", "O", "H", "H", "H", "H", "H", "H", "O"], "positions_angstrom": [[0.924, -0.942, -0.184], [0.772, 0.468, 0.161], [1.761, -1.130, -0.845], [0.916, -1.350, 0.842], [-0.036, -1.170, -0.692], [1.457, 1.034, -0.225], [-2.641, 0.618, 0.157], [-1.121, 1.130, 0.508], [-2.032, 1.344, 0.278]], "lowdin_charge": [-0.10, -0.17, 0.08, 0.09, 0.08, 0.08, 0.02, 0.00, -0.07]}

No. 17
{"formula": "CH6O2P2", "method": "the ωB97M-V functional and the def2-TZVPD basis", "charge": 0, "total_energy_ev": -23805.6377, "homo_energy_ev": -9.70, "relative_energy_ev": 0.000, "species": ["C", "O", "O", "P", "P", "H", "H", "H", "H", "H", "H"], "positions_angstrom": [[-0.755, -0.644, 0.581], [1.870, -1.645, -0.024], [-1.485, 0.380, 0.000], [1.453, 1.393, 0.196], [0.829, -0.691, -0.270], [-1.395, -1.597, 0.442], [-0.496, -0.258, 1.587], [-2.440, 0.209, 0.156], [1.849, 1.532, -1.180], [0.269, 1.957, 0.085], [0.301, -0.635, -1.574]], "lowdin_charge": [-0.47, -0.42, -0.20, 0.66, 0.41, 0.13, 0.09, 0.11, -0.13, -0.21, 0.02]}

No. 18
{"formula": "CH6O2P2", "method": "the ωB97M-V functional and the def2-TZVPD basis", "charge": 0, "total_energy_ev": -23802.9517, "homo_energy_ev": [-7.72, -7.72], "relative_energy_ev": 2.686, "species": ["C", "O", "O", "P", "P", "H", "H", "H", "H", "H", "H"], "positions_angstrom": [[-1.497, -0.182, -0.328], [-0.009, -0.421, 1.661], [-0.414, -0.392, -0.976], [1.133, -0.727, 0.772], [0.738, 0.883, -1.187], [-1.903, 0.810, -0.194], [-2.064, -1.042, -0.010], [1.487, -2.077, 0.886], [2.304, -0.157, 1.281], [0.475, 1.635, -0.028], [-0.252, 1.670, -1.878]], "lowdin_charge": [-0.07, -0.53, -0.56, 0.55, 0.71, 0.09, 0.10, -0.06, -0.06, -0.08, -0.10]}

No. 19
{"formula": "CH6O2Si", "method": "the ωB97M-V functional and the def2-TZVPD basis", "charge": 0, "total_energy_ev": -13105.1480, "homo_energy_ev": [-8.54, -7.00], "relative_energy_ev": 3.922, "species": ["C", "O", "O", "Si", "H", "H", "H", "H", "H", "H"], "positions_angstrom": [[-1.281, -1.029, 1.307], [1.017, -0.139, -2.071], [0.435, 1.911, -0.496], [1.067, 0.434, -0.597], [-1.125, -0.138, 1.850], [-2.323, -1.175, 1.040], [-0.559, -1.926, 1.446], [0.342, -0.301, -2.687], [0.015, 2.051, 0.442], [2.413, 0.313, -0.234]], "lowdin_charge": [-0.01, -0.16, -0.23, 0.45, -0.09, -0.04, 0.00, 0.04, 0.10, -0.06]}

No. 20
{"formula": "CH6O3Si", "method": "the ωB97M-V functional and the def2-TZVPD basis", "charge": 0, "total_energy_ev": -15152.9920, "homo_energy_ev": -10.59, "relative_energy_ev": 5.724, "species": ["C", "O", "O", "O", "Si", "H", "H", "H", "H", "H", "H"], "positions_angstrom": [[2.017, -0.144, 0.901], [-0.950, -1.237, -2.130], [-2.043, 1.250, -0.826], [0.318, 0.471, 0.811], [-1.358, 1.056, 0.500], [2.053, -0.397, 1.944], [1.986, -0.959, 0.197], [2.560, 0.728, 0.585], [-1.107, -0.293, -2.030], [-1.749, -1.672, -1.830], [-1.727, 1.196, 1.877]], "lowdin_charge": [0.14, -0.08, -0.37, -0.45, 0.59, 0.06, 0.06, 0.06, -0.01, 0.03, -0.02]}